No. 1
C49H55AsGeN4O3PtS3 as an isolated structure at a distorted geometry. Source: the Open Molecules 2025 dataset; level of theory: ωB97M-V/def2-TZVPD.

```
117
Properties=species:S:1:pos:R:3:forces:R:3
Pt -0.465 0.114 0.482 0.100 -0.648 0.510
O -2.322 -3.188 4.477 -0.172 -0.447 0.020
C -1.919 -2.141 5.192 0.141 0.468 0.019
C -1.860 -2.302 6.581 -0.063 -0.053 -0.169
C -1.451 -1.272 7.395 -0.002 -0.014 -0.222
C -1.070 -0.048 6.843 0.033 0.149 0.025
C -1.139 0.139 5.485 0.025 -0.040 0.027
C -1.568 -0.889 4.630 -0.033 -0.111 0.298
C -1.633 -0.652 3.207 -0.390 -0.570 -0.524
O -1.376 0.567 2.728 0.533 0.443 -0.654
N -1.920 -1.628 2.407 -0.195 -0.535 1.178
N -1.935 -1.430 1.070 0.650 0.681 -1.052
C -2.713 -2.213 0.404 -0.152 -0.060 0.292
S -3.801 -3.314 1.225 0.109 -0.007 -0.284
C -4.105 -4.325 -0.266 0.200 0.058 0.280
C -4.163 -3.395 -1.454 0.114 0.359 -0.014
S -2.763 -2.214 -1.328 -0.088 -0.294 0.016
H -2.302 -2.990 3.519 0.141 0.221 0.138
H -2.155 -3.259 6.977 -0.025 -0.115 0.101
H -1.425 -1.410 8.464 0.028 -0.054 0.109
H -0.722 0.746 7.483 0.005 0.113 0.068
H -0.846 1.088 5.057 0.015 0.023 -0.016
H -5.043 -4.861 -0.123 0.026 0.057 0.000
H -3.289 -5.046 -0.344 -0.100 0.033 -0.074
H -5.087 -2.815 -1.467 0.032 -0.057 -0.025
H -4.046 -3.930 -2.395 -0.033 0.017 -0.008
Ge -2.576 1.995 2.509 0.006 -0.242 -0.833
C -3.789 1.401 1.054 0.542 0.375 0.611
C -5.156 1.227 1.232 0.114 0.079 0.252
C -5.978 0.998 0.138 -0.073 -0.042 0.020
C -5.435 0.915 -1.133 -0.001 0.024 0.014
C -4.064 1.026 -1.313 0.131 0.040 -0.034
C -3.250 1.287 -0.225 0.181 0.122 0.104
C -1.307 3.334 1.798 -0.482 -0.559 0.271
C -0.034 2.929 1.408 -0.037 -0.111 0.116
C 0.830 3.813 0.783 0.052 0.005 -0.146
C 0.421 5.111 0.525 0.029 -0.063 -0.007
C -0.845 5.526 0.908 -0.059 0.057 -0.003
C -1.703 4.644 1.545 -0.141 -0.134 0.109
H -3.213 2.067 3.888 -0.065 0.237 0.017
H -5.577 1.298 2.228 -0.111 0.009 -0.043
H -7.045 0.904 0.278 -0.080 -0.015 0.013
H -6.082 0.794 -1.990 -0.062 -0.111 -0.062
H -3.638 0.933 -2.301 0.041 0.025 -0.105
H -2.168 1.448 -0.360 -0.352 0.138 -0.223
H 0.315 1.924 1.649 0.109 0.254 0.121
H 1.821 3.485 0.503 0.086 -0.019 -0.007
H 1.091 5.799 0.032 0.053 0.070 -0.034
H -1.167 6.537 0.706 -0.010 0.052 0.030
H -2.684 4.974 1.855 -0.098 0.126 -0.046
C 1.839 -1.160 -5.665 -0.182 -0.088 -0.213
C 0.889 -2.298 -6.019 0.134 -0.082 0.248
C 0.394 -3.119 -4.824 -0.254 0.253 -0.231
C -0.651 -2.432 -3.940 -0.033 -0.424 -0.380
N -0.064 -1.419 -3.079 -0.055 0.218 0.218
C -0.327 -0.136 -2.904 0.093 -0.165 0.253
S 0.520 0.677 -1.608 -0.134 0.051 0.675
N -1.091 0.659 -3.630 -0.002 0.288 0.131
C -1.540 0.616 -5.012 -0.040 -0.092 -0.634
C -1.021 1.848 -5.756 -0.279 -0.028 0.040
C -1.572 3.197 -5.279 0.204 -0.070 -0.003
C -1.019 3.697 -3.939 -0.123 0.151 -0.237
H 2.158 -0.663 -6.578 0.113 0.116 -0.014
H 2.720 -1.545 -5.158 0.094 0.024 0.066
H 1.372 -0.419 -5.022 0.022 0.161 0.084
H 1.419 -2.978 -6.687 -0.102 0.000 -0.096
H 0.031 -1.910 -6.574 -0.039 -0.065 -0.092
H 1.241 -3.413 -4.199 0.037 -0.116 0.034
H -0.070 -4.030 -5.207 0.044 -0.054 0.112
H -1.106 -3.185 -3.288 0.041 0.149 -0.053
H -1.447 -1.996 -4.538 -0.028 -0.003 0.022
H 0.600 -1.788 -2.408 0.072 0.146 -0.027
H -1.134 1.608 -3.269 0.108 -0.383 0.193
H -2.634 0.596 -5.030 0.058 -0.076 -0.031
H -1.162 -0.278 -5.503 -0.045 -0.003 0.059
H -1.294 1.725 -6.805 0.046 -0.077 -0.036
H 0.070 1.858 -5.699 0.047 -0.016 -0.060
H -2.664 3.163 -5.238 -0.018 0.014 -0.095
H -1.308 3.926 -6.046 -0.079 0.007 -0.006
H -1.615 3.360 -3.089 0.025 0.006 0.163
H -1.048 4.784 -3.918 -0.028 0.066 0.124
H 0.021 3.402 -3.802 0.085 -0.017 0.076
O 1.111 -0.791 1.871 -1.816 0.307 -0.317
As 2.716 -0.470 1.611 1.704 -0.071 -0.033
C 3.732 -1.528 2.871 -0.207 0.206 -0.291
C 3.088 -2.272 3.847 -0.362 0.110 -0.190
C 3.846 -2.990 4.760 -0.052 0.007 0.010
C 5.230 -2.952 4.692 -0.032 -0.014 0.006
C 5.867 -2.200 3.716 0.045 0.059 -0.067
C 5.118 -1.481 2.801 -0.040 0.100 -0.157
C 3.175 -1.122 -0.166 0.005 0.225 0.375
C 3.000 -2.495 -0.310 -0.124 -0.074 0.391
C 3.277 -3.111 -1.519 -0.057 -0.057 0.020
C 3.742 -2.353 -2.584 -0.014 0.019 0.038
C 3.895 -0.982 -2.447 0.066 0.069 -0.017
C 3.603 -0.359 -1.242 0.156 0.115 0.127
C 3.167 1.369 2.046 -0.174 -0.317 -0.215
C 4.194 2.080 1.442 0.068 -0.130 -0.214
C 4.500 3.355 1.895 0.088 0.032 -0.068
C 3.792 3.914 2.948 -0.014 -0.040 -0.015
C 2.777 3.196 3.563 0.081 -0.029 -0.002
C 2.475 1.920 3.119 -0.206 -0.304 0.085
H 2.002 -2.275 3.873 0.085 -0.092 0.106
H 3.354 -3.573 5.522 -0.028 -0.053 0.068
H 5.816 -3.512 5.404 0.058 -0.049 0.065
H 6.945 -2.173 3.670 0.076 0.000 -0.003
H 5.598 -0.882 2.033 0.112 -0.065 0.063
H 2.658 -3.073 0.545 0.057 -0.065 -0.164
H 3.158 -4.180 -1.624 0.004 -0.052 0.030
H 4.001 -2.839 -3.514 0.008 0.001 -0.065
H 4.260 -0.396 -3.277 0.011 0.080 -0.073
H 3.711 0.713 -1.149 0.023 0.014 -0.040
H 4.766 1.642 0.634 0.032 0.056 -0.013
H 5.300 3.911 1.428 0.046 0.015 -0.023
H 4.041 4.904 3.296 0.011 0.087 0.023
H 2.231 3.629 4.387 -0.042 -0.008 0.070
H 1.698 1.334 3.602 -0.020 0.097 0.026
```
Forces are in eV/Å.

Net charge   +2
Orbital gap (alpha / beta)   0.291 / 0.211 Eh
Molecular weight   1186.82 u
Expectation value of S²   2.01
HOMO level (alpha / beta)   -12.38 / -12.38 eV
LUMO energy (alpha / beta)   -4.46 / -6.65 eV
2S+1   3
Energy relative to the best compared isomer or geometry (same formula, charge and spin)   23.5 kJ/mol



No. 2
C18H17BrN4O3 as an isolated structure at a distorted geometry. Source: the Open Molecules 2025 dataset; level of theory: ωB97M-V/def2-TZVPD.

```
43
Properties=species:S:1:pos:R:3:forces:R:3
C -5.337 1.518 -0.026 2.104 4.828 1.158
H -6.342 1.165 -0.039 -0.291 -0.833 0.844
H -4.740 1.211 -0.872 0.523 -0.963 0.350
H -5.383 2.678 -0.236 -0.141 -2.190 0.525
O -4.639 1.483 1.380 -8.798 -1.943 -3.211
C -3.443 1.559 1.668 4.820 1.517 -2.437
C -3.122 1.004 3.013 8.759 7.445 -8.689
C -1.794 1.404 3.320 -3.797 -6.135 4.810
C -0.819 1.966 2.524 -2.738 -1.038 2.812
C -1.226 2.429 1.376 -1.023 0.600 -8.164
C -2.528 2.193 0.611 3.157 -1.977 9.263
C -2.610 2.873 -0.680 -6.979 4.126 7.606
O -3.410 3.860 -0.649 1.880 -1.622 -2.139
N -1.948 2.348 -1.581 4.695 -2.499 -6.284
N -0.897 1.513 -1.280 0.051 -1.323 1.151
C -0.202 0.863 -2.134 -3.630 4.362 -1.066
C 0.804 0.003 -1.717 -0.770 2.025 -13.151
C 1.604 -0.582 -2.864 -10.851 12.398 -3.797
C 2.510 -1.334 -2.789 12.088 -13.207 1.128
C 2.726 -1.975 -1.412 0.782 4.599 -3.704
N 3.744 -2.708 -0.861 -1.216 -0.592 -0.250
C 3.430 -3.021 0.458 -7.093 9.690 -5.043
O 3.996 -3.572 1.221 6.860 -7.812 7.894
N 2.364 -2.127 0.803 -0.101 2.540 -5.839
C 2.072 -1.163 -0.556 0.603 -6.690 7.614
C 0.937 -0.362 -0.577 2.529 -2.832 11.681
H 0.440 0.009 0.393 0.602 -0.703 -1.860
C 1.867 -1.670 1.996 1.460 -2.967 5.589
H 0.878 -2.078 2.253 -0.344 0.945 -0.513
H 2.432 -2.385 2.888 -0.928 2.070 -2.171
H 2.065 -0.624 2.318 -0.315 -0.622 -0.602
C 4.760 -3.439 -1.528 -4.957 -7.442 2.680
H 4.153 -4.182 -2.285 2.119 1.545 1.433
H 5.237 -4.112 -0.652 -0.878 1.442 -2.259
H 5.424 -2.887 -1.951 4.137 3.432 -2.867
H 3.076 -1.848 -3.675 -0.998 1.492 1.551
H 1.504 0.004 -3.976 -0.337 -1.677 3.220
H -0.402 1.174 -3.160 0.416 -0.789 -0.554
H -1.969 2.763 -2.485 -0.040 0.487 -1.042
H -0.457 2.729 0.611 -0.429 0.346 1.326
Br 0.754 2.006 3.351 3.368 0.558 0.678
H -1.668 0.680 4.320 1.182 2.714 -2.066
H -3.842 0.630 3.481 -5.481 -3.304 4.397
```
Forces are in eV/Å.

Orbital gap   0.269 Eh
Molecular weight   417.26 u
HOMO level   -7.60 eV
LUMO energy   -0.27 eV
2S+1   1
Energy relative to the best compared isomer or geometry (same formula, charge and spin)   1261.1 kJ/mol



No. 3
A 2-piece molecular cluster, C2H5NO3S overall at a distorted geometry. Source: the Open Molecules 2025 dataset; level of theory: ωB97M-V/def2-TZVPD.

```
12
Properties=species:S:1:pos:R:3:forces:R:3
C 1.252 -0.555 0.087 0.836 1.267 0.089
C 0.365 0.667 0.357 -0.636 -2.131 -2.443
N -2.536 -0.007 -1.073 1.900 1.918 -1.704
O -2.571 -0.521 -0.036 -0.833 -1.148 1.376
O -3.166 0.106 -2.063 -0.566 -0.476 0.318
O 1.803 -1.057 1.302 -0.295 -1.267 -1.564
S -0.215 1.421 -1.197 -0.271 -0.335 0.482
H 2.018 -0.042 -0.502 0.437 -1.007 -0.462
H 0.802 -1.380 -0.393 -0.613 -0.591 -0.906
H 1.026 1.291 0.856 0.554 1.906 1.289
H -0.513 0.363 0.863 -0.906 0.166 1.108
H 1.736 -0.286 1.799 0.392 1.698 2.416
```
Forces are in eV/Å.

Orbital gap (alpha / beta)   0.300 / 0.265 Eh
Molecular weight   123.13 u
HOMO level (alpha / beta)   -9.62 / -9.29 eV
LUMO energy (alpha / beta)   -1.46 / -2.06 eV
2S+1   1
Energy relative to the best compared isomer or geometry (same formula, charge and spin)   604.2 kJ/mol



No. 4
C33H34GeN2O3RuS5Sb as an isolated structure. Source: the Open Molecules 2025 dataset; level of theory: ωB97M-V/def2-TZVPD.

```
80
Properties=species:S:1:pos:R:3:forces:R:3
Ru 0.308 0.508 0.314 0.683 -0.152 -0.261
S 3.846 -3.416 2.456 0.004 0.035 -0.069
Sb 2.779 -2.243 0.674 -0.044 -0.187 0.125
S 1.470 -0.536 1.913 -0.180 0.055 -0.048
S 1.359 -0.481 -1.288 -0.340 0.218 0.233
S 4.945 -1.413 0.470 0.153 0.008 0.043
C -4.576 3.657 1.896 0.032 0.029 -0.002
C -4.159 3.223 0.496 -0.024 0.039 -0.059
N -4.227 1.788 0.277 -0.038 0.027 0.039
C -5.496 1.237 -0.180 -0.043 0.002 -0.085
C -6.319 0.601 0.936 0.003 -0.009 -0.016
C -3.181 0.951 0.539 0.079 -0.022 -0.031
S -1.785 1.654 1.278 -0.057 -0.051 0.096
N -3.436 -0.313 0.204 0.102 0.017 0.138
C -2.527 -1.303 0.312 0.097 -0.014 -0.024
O -1.330 -1.240 0.597 -0.228 0.006 -0.184
C -3.080 -2.674 -0.002 0.026 0.034 0.020
C -2.193 -3.744 -0.054 -0.003 0.008 0.005
C -2.653 -5.017 -0.347 -0.013 -0.018 -0.011
C -4.004 -5.232 -0.589 -0.013 -0.012 0.005
C -4.893 -4.166 -0.538 0.006 -0.012 -0.006
C -4.432 -2.891 -0.248 0.003 0.014 0.002
H -4.441 4.735 2.003 -0.002 0.028 0.004
H -3.956 3.157 2.639 0.015 -0.009 0.004
H -5.623 3.424 2.095 -0.053 -0.017 0.006
H -3.140 3.546 0.305 -0.012 -0.004 0.001
H -4.799 3.698 -0.253 0.018 0.000 0.017
H -5.299 0.492 -0.950 -0.012 0.049 0.016
H -6.051 2.059 -0.638 -0.005 -0.026 0.013
H -5.739 -0.188 1.414 0.011 -0.017 0.004
H -7.232 0.163 0.528 -0.029 -0.010 -0.009
H -6.599 1.334 1.692 0.001 0.026 0.024
H -1.145 -3.549 0.136 0.011 0.003 0.001
H -1.955 -5.843 -0.389 0.009 -0.023 0.000
H -4.363 -6.228 -0.819 -0.004 -0.011 -0.003
H -5.948 -4.330 -0.727 -0.012 -0.005 -0.004
H -5.105 -2.045 -0.213 -0.008 0.007 0.004
O 0.386 2.505 -0.981 -0.210 -0.198 0.079
C 1.408 2.964 -0.372 -0.097 0.029 0.110
O 1.785 2.530 0.724 0.071 0.204 -0.090
C 2.124 4.102 -1.078 0.010 0.042 0.027
C 1.782 4.144 -2.564 -0.020 0.020 -0.024
Ge -0.142 3.969 -2.957 0.051 0.063 -0.069
C -1.311 5.074 -1.801 -0.005 -0.051 0.012
C -1.200 5.147 -0.411 0.049 -0.028 -0.029
C -2.013 5.991 0.334 0.023 -0.005 0.041
C -2.981 6.764 -0.288 -0.007 0.017 0.027
C -3.127 6.689 -1.664 -0.014 0.002 -0.031
C -2.294 5.862 -2.406 -0.018 -0.024 -0.036
C -0.285 4.986 -4.689 0.028 -0.008 0.037
C 0.250 6.273 -4.789 0.005 -0.004 0.044
C 0.167 7.014 -5.958 0.000 0.024 -0.014
C -0.462 6.478 -7.074 0.005 0.024 -0.021
C -1.006 5.206 -7.001 -0.014 -0.010 -0.015
C -0.918 4.475 -5.821 -0.043 -0.033 -0.004
C -0.890 2.227 -3.401 -0.019 0.000 0.025
C -0.321 1.431 -4.390 0.029 0.020 -0.012
C -0.800 0.152 -4.641 0.028 -0.013 -0.009
C -1.862 -0.347 -3.904 0.007 -0.026 -0.003
C -2.440 0.435 -2.914 -0.051 -0.010 -0.009
C -1.956 1.712 -2.666 -0.008 0.007 0.018
H 3.193 3.986 -0.893 -0.017 0.017 -0.029
H 1.817 5.034 -0.591 0.015 -0.018 0.028
H 2.283 3.321 -3.082 -0.043 -0.015 -0.026
H 2.129 5.071 -3.025 0.054 -0.003 0.008
H -0.499 4.513 0.112 0.043 -0.041 0.014
H -1.899 6.019 1.411 -0.004 0.001 0.017
H -3.621 7.415 0.296 -0.007 0.000 0.009
H -3.885 7.279 -2.166 -0.004 0.001 -0.005
H -2.415 5.832 -3.482 0.003 0.002 -0.029
H 0.733 6.718 -3.924 0.022 0.006 0.013
H 0.590 8.011 -6.000 0.007 0.009 0.002
H -0.528 7.050 -7.992 -0.001 0.004 -0.007
H -1.502 4.778 -7.865 -0.009 -0.007 -0.010
H -1.358 3.485 -5.782 0.004 -0.010 -0.002
H 0.526 1.798 -4.961 0.008 0.007 -0.010
H -0.323 -0.464 -5.393 0.006 -0.005 -0.011
H -2.217 -1.355 -4.075 -0.010 -0.006 0.002
H -3.242 0.035 -2.305 -0.004 0.012 -0.006
H -2.385 2.297 -1.859 0.001 0.004 0.000
```
Forces are in eV/Å.

Net charge   -2
Orbital gap (alpha / beta)   0.200 / 0.211 Eh
Molecular weight   962.42 u
Expectation value of S²   8.80
HOMO level (alpha / beta)   -1.55 / -1.85 eV
LUMO energy (alpha / beta)   3.89 / 3.89 eV
2S+1   6



The highest 2S+1 belongs to which entry?
C33H34GeN2O3RuS5Sb